# 1
{
  "formula": "C53H57N6O10S3Tl",
  "method": "wB97M-V/def2-TZVPD",
  "spin_multiplicity": 1,
  "total_charge": -2,
  "e_above_lowest_kcal_mol": 8.8,
  "fmax_ev_per_a": 0.4,
  "homo_lumo_gap_ev": 6.39,
  "species": ["H", "H", "C", "C", "H", "C", "C", "N", "C", "O", "C", "C", "C", "H", "C", "H", "H", "H", "H", "C", "O", "C", "S", "H", "C", "H", "C", "O", "H", "H", "C", "C", "H", "H", "C", "C", "C", "H", "H", "O", "H", "H", "C", "C", "H", "C", "Tl", "H", "C", "C", "H", "H", "H", "C", "O", "C", "O", "N", "C", "C", "C", "H", "C", "H", "H", "C", "O", "H", "C", "H", "H", "C", "H", "H", "C", "C", "O", "C", "C", "S", "H", "C", "S", "C", "H", "C", "N", "O", "O", "H", "H", "H", "H", "H", "H", "H", "C", "H", "H", "H", "N", "N", "C", "C", "H", "C", "C", "C", "H", "C", "H", "H", "N", "H", "H", "C", "H", "H", "C", "C", "C", "H", "H", "C", "H", "H", "C", "C", "H", "H"],
  "xyz": [[3.8903, 1.1878, 4.5189], [1.7076, 2.4799, 4.5829], [3.1629, 2.4303, -2.2637], [2.7128, -0.5776, -5.1216], [-4.4044, 1.2979, -1.2160], [-0.5604, 5.0370, 1.8018], [3.3362, 2.8732, 1.5447], [-2.2226, -2.1489, 1.1359], [-2.4521, -5.2285, 2.4713], [1.5671, -0.8249, -2.7904], [-1.3939, -1.0205, -3.5036], [4.1854, 1.7437, 3.6229], [2.9501, 2.1769, 2.8332], [-5.5305, -1.5029, -2.2902], [-3.5234, -4.1621, 4.4794], [2.5778, -4.5586, 1.1702], [-1.4658, -1.8741, 6.0389], [1.8513, -0.4431, 3.7347], [-1.5421, -0.0761, -3.9991], [-0.6414, 6.2682, 2.5325], [0.7742, -2.2485, -4.6298], [-0.0934, 0.1985, 3.0842], [0.3636, 1.0525, -5.6154], [-1.3345, -2.5199, -5.2420], [2.8600, 1.2582, -6.6557], [5.8075, -0.3990, -6.5052], [-1.3957, -2.4451, 0.2547], [-3.6400, 0.4324, 2.4393], [-1.4105, 7.3193, 4.2003], [4.9145, 1.1466, -2.2311], [-5.8731, -2.1562, 0.4172], [0.7835, -0.4862, 3.9184], [0.1137, -2.6360, -1.8009], [-4.2802, -4.9505, 4.5139], [0.6955, -3.6064, 0.7615], [0.0896, -2.3867, 0.4958], [4.0340, -0.8945, -5.4106], [-1.3139, 3.0733, 1.8817], [-6.6017, -1.6807, -0.2291], [0.3111, 2.2615, -6.4159], [-2.1779, -3.2124, 3.1327], [4.4757, -1.7381, -4.9004], [3.4118, 2.9971, -0.8783], [-1.4636, 0.1171, 3.2883], [4.2173, 4.5185, 2.5845], [-6.2997, -3.0625, 1.3702], [0.0411, 1.1950, -1.0117], [-2.7013, 5.3265, 5.0671], [2.4951, 3.4433, -3.1935], [0.2935, -1.2332, 4.9803], [-0.0795, 7.1033, 2.1403], [0.2821, 0.7790, 2.2496], [3.1821, 4.2536, -3.4549], [-0.9283, -4.6345, -3.4400], [-1.9845, 1.6249, 1.5115], [-1.2253, -2.3191, -4.1897], [2.9059, -2.6935, -3.6118], [-1.2502, -1.1667, -2.2517], [3.0330, 2.3154, 0.2885], [2.7590, -2.4381, 0.8886], [2.0658, -3.6270, 0.9616], [-2.0702, -5.0658, 1.4614], [-4.5305, -1.8176, 0.2737], [5.1905, 2.7254, -2.9855], [-2.7003, -4.4675, 5.1294], [-2.4533, 0.7760, 2.3306], [-1.7429, -3.0547, -0.9563], [1.6124, 3.8862, -2.7271], [-4.4557, -1.3370, -2.1765], [0.0981, -4.5080, 0.8111], [2.1735, 2.9627, -4.1172], [4.4688, 1.9100, -2.8717], [4.8171, 1.1070, 3.0036], [0.9792, -1.7662, 5.6293], [-5.3742, -3.6376, 2.2273], [2.9066, 0.0202, 0.5970], [0.1028, 1.2784, -4.1993], [2.0702, -1.2584, 0.6156], [3.9976, 4.0902, 1.6118], [0.3641, 4.8209, 0.4328], [2.3809, 2.1020, -7.1307], [-3.6081, -2.4304, 1.1269], [1.9418, -1.6559, -3.9136], [-0.9630, -2.5465, -2.0000], [-3.0237, -0.6918, 4.4818], [-4.1406, -0.8005, -0.7775], [-1.2857, 4.0150, 2.3408], [-0.4134, -0.0556, -6.1647], [4.0817, -0.1014, 0.9935], [-1.2341, -4.9363, -4.4385], [-3.9490, -2.2860, -2.3660], [4.8745, 5.7282, 0.5299], [2.4958, 3.9598, 4.0040], [-3.0678, -0.6235, -0.7075], [2.5071, 1.5634, -2.1773], [4.7445, 1.5531, -7.6280], [4.3691, 4.7714, 0.4639], [1.1167, 3.2957, 3.1272], [-1.4676, -5.2159, -2.6947], [-2.5466, 3.1964, 3.7308], [2.2873, 1.1141, 0.2008], [-1.2316, -3.2333, -3.2582], [2.0129, 3.0309, 3.6883], [-4.0277, -3.3181, 2.1332], [2.4029, 1.2785, 2.5587], [4.1837, 0.9442, -6.9288], [-1.9492, -0.6291, 4.3592], [4.0733, 4.2183, -0.7674], [-4.1502, -0.6167, -2.9388], [-2.1063, 5.2671, 4.1685], [4.3602, 4.7446, -1.6708], [-5.7092, -4.3289, 2.9913], [0.7484, -1.2337, 0.4160], [-3.2435, -5.9811, 2.4068], [-1.6416, -5.6305, 3.0851], [-1.0781, -1.2942, 5.2080], [-5.9061, 0.4727, -0.7752], [-4.6933, 0.8726, 0.4767], [2.0998, 0.5161, -5.7592], [4.7745, -0.1396, -6.3079], [-3.0005, -3.9278, 3.0652], [4.2848, 1.4766, -3.8580], [0.1479, -4.7895, -3.3367], [-1.3795, 6.3738, 3.6703], [4.7645, 2.6141, 3.9466], [-7.3519, -3.3062, 1.4592], [-2.0290, 4.1076, 3.4608], [-4.8363, 0.5453, -0.5523], [-3.9600, -3.2500, 4.8891], [3.8262, -2.3620, 1.0337]],
  "lowdin_charge": [0.068, 0.074, -0.376, -0.217, 0.084, -0.806, -0.145, 0.240, -0.058, -0.351, -0.077, -0.066, -0.374, 0.071, -0.082, 0.103, 0.089, 0.099, 0.106, -0.113, -0.312, -0.033, 0.434, 0.153, -0.071, 0.096, -0.261, -0.010, 0.096, 0.088, -0.041, -0.077, 0.166, 0.064, -0.009, -0.215, -0.077, 0.083, 0.105, -0.347, 0.116, 0.101, -0.146, -0.132, 0.101, -0.088, 0.888, 0.088, -0.053, -0.100, 0.090, 0.091, 0.071, 0.015, -0.141, 0.006, -0.324, 0.132, -0.189, 0.011, -0.041, 0.060, -0.125, 0.075, 0.073, -0.637, 0.066, 0.081, -0.066, 0.105, 0.057, -0.036, 0.068, 0.090, -0.049, -0.510, -0.419, -0.161, -0.062, 0.623, 0.100, -0.122, 0.505, -0.330, 0.107, -0.358, 0.053, -0.346, -0.008, 0.099, 0.068, 0.087, 0.072, 0.104, 0.065, 0.096, -0.101, 0.056, 0.095, 0.128, -0.007, -0.044, -0.053, -0.133, 0.079, -0.088, -0.048, -0.058, 0.075, -0.091, 0.101, 0.098, 0.160, 0.079, 0.077, -0.108, 0.070, 0.061, -0.201, -0.094, -0.372, 0.058, 0.106, -0.095, 0.068, 0.091, -0.075, -0.051, 0.080, 0.113]
}


# 2
{
  "formula": "C21H15F3N3O3STe4W",
  "method": "wB97M-V/def2-TZVPD",
  "spin_multiplicity": 1,
  "total_charge": -1,
  "e_above_lowest_kcal_mol": 108.0,
  "fmax_ev_per_a": 3.7,
  "homo_lumo_gap_ev": [4.80, 4.79],
  "species": ["C", "H", "H", "H", "C", "C", "C", "C", "C", "H", "H", "O", "H", "H", "Te", "F", "N", "H", "C", "C", "H", "C", "C", "F", "C", "H", "C", "C", "C", "O", "H", "C", "C", "F", "W", "H", "H", "C", "H", "C", "N", "C", "C", "H", "Te", "S", "Te", "O", "N", "Te", "C"],
  "xyz": [[2.5219, -2.5259, -1.2540], [3.5118, -2.9337, -1.1179], [3.8843, 1.6797, -0.0791], [4.9052, -0.9498, 3.4727], [0.0667, -1.3533, -1.6722], [-5.4837, 2.4020, -1.4588], [-0.8054, -3.4234, -2.8166], [0.2771, -2.6711, -2.1015], [-0.2243, -0.3442, 2.4077], [3.8666, 2.5913, 1.4383], [2.9840, -0.6111, -0.3606], [1.8397, 1.0482, 0.9276], [-5.8264, 3.2022, -2.1012], [-6.6073, -0.4170, 0.0525], [1.3867, 3.5622, -0.6052], [-0.4739, -4.7218, -2.9835], [-0.5804, 0.5346, 1.5479], [1.6696, -4.2841, -2.1510], [3.8471, -0.8297, 3.2776], [1.5685, -1.3271, 3.7567], [-7.3922, 1.4290, -1.3905], [-4.6048, 0.3309, 0.1740], [-4.1623, 2.3730, -1.0428], [-1.0462, -2.9258, -4.0407], [2.2408, -1.2440, -0.8239], [5.4192, 2.1618, 0.6847], [2.1216, 0.2455, 1.9337], [-3.7291, 1.3409, -0.2162], [2.8988, -1.5257, 4.0276], [4.5392, 0.6147, 1.6119], [0.8027, -1.8422, 4.3247], [-2.3307, 1.3411, 0.2577], [-5.9217, 0.3641, -0.2489], [-1.9698, -3.4090, -2.1476], [0.0333, 1.2022, -0.3329], [3.2149, -2.2015, 4.8103], [-4.2390, -0.4678, 0.8048], [4.3991, 1.8321, 0.8661], [-3.4605, 3.1353, -1.3511], [1.5029, -3.2584, -1.8530], [-1.8028, 0.2689, 0.8659], [3.4929, 0.0393, 2.2634], [-6.3610, 1.4024, -1.0616], [-0.9636, -1.0386, 2.7972], [1.8070, 2.6189, -5.1749], [-1.2112, -0.2708, -2.1101], [0.6940, 2.0178, -2.7988], [-1.6370, 2.4007, -0.0432], [1.0229, -0.7258, -0.9658], [3.1372, 5.6190, -0.7297], [1.1779, -0.4564, 2.7304]],
  "nbo_charge": [-0.288, 0.229, 0.194, 0.219, 0.108, -0.220, 0.984, -0.230, 0.123, 0.192, 0.234, -0.746, 0.216, 0.211, 0.128, -0.333, -0.338, 0.230, -0.229, -0.184, 0.209, -0.164, -0.164, -0.315, 0.099, 0.188, 0.326, -0.070, -0.251, -0.518, 0.203, 0.538, -0.226, -0.317, 0.966, 0.208, 0.232, -0.237, 0.247, -0.107, -0.424, 0.251, -0.188, 0.201, -0.405, -0.053, 0.098, -0.643, -0.522, -0.467, -0.196]
}


# 3
{
  "formula": "C4H6N2",
  "method": "wB97M-V/def2-TZVPD",
  "spin_multiplicity": 1,
  "total_charge": 0,
  "e_above_lowest_kcal_mol": 86.6,
  "fmax_ev_per_a": 1.6,
  "homo_lumo_gap_ev": 8.22,
  "species": ["N", "C", "H", "H", "C", "H", "N", "C", "H", "H", "H", "C"],
  "xyz": [[1.0703, 1.5954, -0.5856], [-0.6496, -0.6317, -0.0685], [-1.5946, -1.2099, 0.1529], [-0.6699, -0.4998, 3.1985], [-0.8051, -0.2179, 1.2374], [1.5692, 2.4042, -0.9570], [-0.3249, -0.8127, 2.3033], [0.6460, 0.8585, -1.5417], [0.8250, 1.1046, -2.6022], [0.5553, -1.3213, 2.3246], [-0.4502, -0.9407, -2.1590], [-0.1715, -0.3287, -1.3027]],
  "nbo_charge": [-0.656, -0.227, 0.261, 0.390, 0.167, 0.335, -0.737, 0.100, 0.155, 0.373, 0.218, -0.379]
}


# 4
{
  "formula": "C41H45ClCoN7O9SSeSi",
  "method": "wB97M-V/def2-TZVPD",
  "spin_multiplicity": 5,
  "total_charge": 0,
  "e_above_lowest_kcal_mol": 39.3,
  "fmax_ev_per_a": 1.7,
  "homo_lumo_gap_ev": [9.08, 6.13],
  "species": ["C", "C", "H", "O", "H", "C", "N", "H", "C", "Cl", "H", "C", "H", "Se", "H", "C", "C", "C", "H", "H", "C", "H", "H", "O", "H", "C", "C", "C", "H", "H", "H", "C", "H", "H", "H", "C", "C", "H", "H", "C", "O", "C", "C", "O", "C", "H", "Si", "O", "H", "C", "C", "C", "C", "C", "C", "H", "H", "C", "C", "H", "H", "N", "S", "H", "C", "C", "O", "N", "N", "C", "C", "H", "C", "H", "C", "H", "C", "O", "N", "C", "O", "H", "H", "N", "H", "N", "C", "H", "C", "H", "H", "H", "H", "H", "C", "C", "H", "H", "C", "Co", "H", "H", "H", "H", "H", "C", "O"],
  "xyz": [[2.3661, -5.0358, 3.3449], [-0.7413, -0.2507, 4.0699], [2.4078, 1.6843, -6.6268], [-2.2540, -2.1835, -0.8994], [2.5680, -1.6678, -5.6560], [1.5836, -4.0457, -2.8168], [0.6314, 0.0516, 3.7804], [1.0182, 2.3436, 1.4953], [1.0903, 4.5463, -1.5967], [1.6235, 0.3974, 6.2786], [-5.0584, 2.0922, -3.1108], [-0.5079, -5.7164, -2.0609], [-2.8506, -1.1453, 6.5544], [1.2098, -0.2139, -2.9042], [2.7906, 5.7741, 4.4131], [-2.6044, -1.0143, -0.9870], [1.4553, -3.9905, 3.3486], [3.0284, 0.0609, 1.1268], [3.2286, 1.3639, -5.0909], [2.5723, -5.5751, 4.2601], [-2.2579, 1.2962, -1.3304], [-5.2188, 2.9263, -0.7528], [1.0553, 2.6499, -2.5974], [0.5377, 6.0513, 2.3689], [0.9478, -3.7160, 4.2644], [2.1309, 4.9000, 4.3664], [2.3332, 0.1586, 2.4763], [-3.7170, 0.5964, -3.8878], [1.0996, 6.2420, -0.2589], [-4.4737, -1.0745, 4.6836], [5.0155, 0.1146, 2.6864], [4.2221, 0.3917, 4.4301], [-1.0350, 1.5849, -5.2737], [-1.2879, -0.0510, 2.0114], [-4.4122, -0.2225, -3.6970], [1.0971, 5.1646, -0.3604], [-2.5215, -0.8847, 5.5571], [-3.3915, 2.6473, -3.3043], [1.9115, 2.5386, -5.1589], [1.0917, -4.9890, -3.7097], [5.2713, 0.2878, 3.6504], [-4.1309, 2.8533, -0.7288], [-4.0116, 1.8023, -3.0018], [-1.4824, 2.2235, -1.5290], [-1.6406, -0.2622, 3.0091], [-2.7020, 0.2283, -3.7248], [1.0381, 0.2163, -5.1945], [4.2578, -0.0974, 1.1213], [-2.5606, 2.8996, 0.7747], [-3.7479, 1.5774, -1.4902], [1.1998, -3.2863, 2.1782], [1.0250, -3.9567, -1.5511], [-2.9717, -0.5670, 3.2360], [-0.6761, 0.6759, -5.7590], [1.7103, 0.2078, 4.5929], [-1.3285, -6.3598, -1.7728], [-3.8087, 0.8694, -4.9393], [-3.6502, 2.8806, 0.7190], [1.1681, 5.0387, 2.1191], [1.5215, -1.3555, -7.0532], [2.9338, 4.0445, 5.9361], [0.3758, -1.7131, -0.1475], [1.6187, -2.6592, -0.4641], [-0.5034, -0.6464, 6.1744], [2.8484, 0.2713, 3.8135], [1.0653, 3.1664, -1.6466], [4.3374, 0.5685, 5.6195], [1.0251, 2.3971, -0.5585], [-3.9847, -0.7814, -0.9841], [1.8680, -3.6448, 1.0224], [2.2626, 1.5821, -5.5495], [2.3871, -3.3757, -3.0973], [3.0251, -5.3895, 2.1723], [1.0967, 5.1226, -2.5112], [0.0507, -5.8225, -3.3299], [-3.7191, 3.7064, -1.2683], [1.0510, 2.9948, 0.6304], [2.3549, 0.1067, 0.0623], [1.0177, 0.0572, 2.4898], [-4.6280, 0.4258, -1.0742], [2.6777, 3.7969, 5.0432], [-4.0094, 2.0120, 1.2771], [0.4918, -2.4667, 2.1454], [1.9935, 4.4438, 3.0046], [1.1458, 5.1903, 4.7418], [-1.7611, 0.0576, -1.0491], [1.1078, 4.3736, 0.7777], [-0.6630, 0.8415, -6.8392], [-0.0211, -4.7822, -1.1630], [-0.5223, -2.1877, -0.2677], [-1.3858, -0.1235, -5.5464], [-0.4556, -4.6903, -0.1752], [-0.3280, -6.5618, -4.0236], [3.7331, -6.2076, 2.1728], [-3.4272, -0.8610, 4.5119], [1.5536, -1.4066, -5.9629], [2.5403, 3.6330, 2.7606], [-4.5533, -1.6031, -0.8347], [2.7829, -4.6887, 1.0029], [0.4474, 0.2545, -0.7829], [-3.6626, -0.5802, 2.4072], [0.8851, -2.2044, -5.6321], [3.2936, -4.9532, 0.0842], [1.5196, -5.0687, -4.7007], [-4.0252, 3.7727, 1.2205], [-1.1828, -0.5929, 5.3448], [-5.8226, 0.5160, -0.8988]],
  "mulliken_spin": [0.000, 0.002, 0.003, 0.003, 0.000, 0.006, 0.009, 0.007, 0.012, 0.000, 0.000, 0.001, 0.000, 0.853, 0.000, 0.024, 0.001, -0.005, -0.003, 0.000, 0.026, 0.000, 0.040, 0.000, 0.000, 0.000, 0.017, -0.009, 0.000, 0.000, 0.000, 0.000, -0.002, 0.055, 0.000, 0.000, 0.000, 0.000, -0.001, 0.002, 0.000, 0.004, 0.001, 0.013, -0.017, 0.010, 0.048, 0.002, 0.000, 0.007, 0.007, 0.001, 0.000, 0.002, 0.001, 0.000, 0.000, -0.001, 0.001, 0.001, 0.000, 0.100, 0.043, 0.000, 0.001, -0.034, 0.000, 0.048, 0.003, 0.003, 0.026, -0.003, 0.001, 0.001, 0.000, 0.000, -0.003, 0.058, -0.015, 0.000, 0.000, 0.000, 0.000, 0.000, 0.000, 0.009, 0.000, 0.001, 0.001, -0.001, 0.003, -0.001, 0.000, 0.000, 0.000, 0.009, 0.000, 0.000, 0.000, 2.633, 0.000, 0.000, 0.000, 0.000, 0.000, 0.000, 0.000]
}